The following is a quantum chemistry calculation of 5 unconnected molecules or ions with the total composition C19H23BrCl16F9N2O5P, from the OMol25 dataset.

Last columns: bonded neighbours and bond lengths (Å).
Geometry (Å):
1 C 2.5660 -3.6571 0.2900  C2 1.540, H34 1.090, H35 1.085, H36 1.082
2 C 3.9793 -3.0668 0.1253  C1 1.540, C3 1.535, H37 1.083, H38 1.090
3 C 4.2957 -2.6206 -1.3092  C2 1.535, C4 1.563, H39 1.085, H40 1.089
4 C 4.1558 -1.0864 -1.5740  C3 1.563, C5 1.526, H41 1.085, H42 1.084
5 C 3.0894 -0.4324 -0.7005  C4 1.526, C6 1.561, H43 1.083, H44 1.079
6 C 2.5016 0.9621 -1.0852  C5 1.561, Br7 1.998, O8 1.383, C15 1.574
7 Br 3.8763 1.9584 -2.1381  C6 1.998
8 O 2.4350 1.6856 0.0922  C6 1.383, P9 1.751
9 P 0.9851 1.3077 0.9975  O8 1.751, N10 1.846, C11 1.940, O14 1.757, H45 1.436, H46 1.460
10 N 1.8201 1.7902 2.5719  P9 1.846, H47 1.019, H48 1.017
11 C 0.2582 3.1058 0.9975  P9 1.940, O12 1.277, O13 1.251
12 O -1.0034 3.1527 1.1897  C11 1.277
13 O 0.9719 4.1227 0.8479  C11 1.251
14 O 0.2424 0.8609 -0.5308  P9 1.757, C15 1.379
15 C 1.0342 0.9852 -1.6528  C6 1.574, O14 1.379, C16 1.552, C21 1.539
16 C 0.7940 2.4282 -2.1723  C15 1.552, C17 1.518, H49 1.089, H50 1.084
17 C -0.5969 3.0149 -2.0150  C16 1.518, O18 1.459, C19 1.522, H51 1.085
18 O -0.7113 4.0177 -3.0693  C17 1.459, H52 0.956
19 C -1.8209 2.1151 -2.1118  C17 1.522, N20 1.489, H53 1.080, H54 1.087
20 N -3.0347 2.8124 -1.6059  C19 1.489, H55 1.013, H56 1.017
21 C 0.7962 -0.0204 -2.7930  C15 1.539, F22 1.362, F23 1.362, C24 1.567
22 F -0.0753 0.4346 -3.7355  C21 1.362
23 F 1.9650 -0.1613 -3.4780  C21 1.362
24 C 0.3408 -1.4810 -2.4558  C21 1.567, F25 1.336, F26 1.355, C27 1.560
25 F -0.3080 -1.6423 -1.2989  C24 1.336
26 F 1.4509 -2.2549 -2.3956  C24 1.355
27 C -0.5198 -2.1593 -3.5668  C24 1.560, F28 1.365, F29 1.339, C30 1.566
28 F -0.5097 -3.4904 -3.2628  C27 1.365
29 F 0.0560 -2.0594 -4.7715  C27 1.339
30 C -2.0284 -1.7394 -3.6078  C27 1.566, F31 1.325, F32 1.347, F33 1.346
31 F -2.3061 -0.6691 -2.8786  C30 1.325
32 F -2.7905 -2.7599 -3.1697  C30 1.347
33 F -2.3907 -1.4988 -4.8821  C30 1.346
34 H 2.6339 -4.5743 0.8747  C1 1.090
35 H 1.8920 -2.9970 0.8259  C1 1.085
36 H 2.1471 -3.9467 -0.6647  C1 1.082
37 H 4.1808 -2.2986 0.8621  C2 1.083
38 H 4.6612 -3.8876 0.3493  C2 1.090
39 H 3.6240 -3.1116 -2.0060  C3 1.085
40 H 5.3091 -2.8954 -1.5971  C3 1.089
41 H 5.1250 -0.6611 -1.3367  C4 1.085
42 H 3.9938 -0.9687 -2.6389  C4 1.084
43 H 2.2600 -1.1015 -0.5074  C5 1.083
44 H 3.5361 -0.2703 0.2683  C5 1.079
45 H -0.2838 0.9424 1.5607  P9 1.436
46 H 1.4014 -0.0413 1.3715  P9 1.460
47 H 2.0948 0.9372 3.0568  N10 1.019
48 H 1.0937 2.1959 3.1561  N10 1.017
49 H 1.1221 2.5506 -3.2036  C16 1.089
50 H 1.4541 3.0711 -1.6003  C16 1.084
51 H -0.6852 3.5706 -1.0875  C17 1.085
52 H -1.1985 4.7621 -2.7201  O18 0.956
53 H -1.7449 1.2123 -1.5249  C19 1.080
54 H -2.0161 1.9054 -3.1599  C19 1.087
55 H -2.9509 3.8078 -1.7746  N20 1.013
56 H -2.9703 2.7334 -0.5939  N20 1.017
57 C -2.9294 0.4020 4.0247  Cl58 1.792, Cl59 1.747, Cl60 1.776, Cl61 1.771
58 Cl -2.9797 0.2028 5.8045  C57 1.792
59 Cl -1.3702 0.9881 3.4995  C57 1.747
60 Cl -3.2580 -1.1753 3.2778  C57 1.776
61 Cl -4.1943 1.5444 3.5449  C57 1.771
62 C -0.0183 7.3368 2.4718  Cl63 1.791, Cl64 1.747, Cl65 1.759, Cl66 1.771
63 Cl -0.7596 8.8981 2.9406  C62 1.791
64 Cl -1.1470 6.0313 2.7422  C62 1.747
65 Cl 0.4332 7.3994 0.7730  C62 1.759
66 Cl 1.4324 7.0783 3.4541  C62 1.771
67 C -2.8369 -2.8968 8.9077  Cl68 1.770, Cl69 1.772, Cl70 1.761, Cl71 1.761
68 Cl -1.4518 -3.2142 9.9635  C67 1.770
69 Cl -4.2608 -3.7372 9.5462  C67 1.772
70 Cl -3.1521 -1.1648 8.8540  C67 1.761
71 Cl -2.4870 -3.4804 7.2835  C67 1.761
72 C -5.0374 -5.8179 -1.9704  Cl73 1.768, Cl74 1.756, Cl75 1.775, Cl76 1.767
73 Cl -5.1030 -6.0609 -0.2204  C72 1.768
74 Cl -3.4129 -5.3473 -2.4441  C72 1.756
75 Cl -5.4878 -7.3282 -2.7865  C72 1.775
76 Cl -6.1772 -4.5477 -2.4277  C72 1.767

Calculated values
HOMO level ... -0.88 eV
LUMO ... 2.79 eV
Frontier orbital gap ... 3.7 eV
Net charge ... -2

Results of the Mulliken charge analysis, in e, for atoms 1 through 6: atom 1 (C): -0.9094, atom 2 (C): -0.5746, atom 3 (C): -0.7408, atom 4 (C): -1.2422, atom 5 (C): -0.2814, atom 6 (C): -0.0602